No. 1
Here is a cluster of 2 separate species, C7H17NO in total from the Open Molecules 2025 dataset. Energies are from ωB97M-V/def2-TZVPD.

XYZ file:
```
26
Properties=species:S:1:pos:R:3:forces:R:3
C 1.1884 0.9108 -0.9317 -0.1 0.1 0.0
C 0.7861 -0.3083 1.1056 0.0 0.0 -0.2
C 1.3633 -0.4194 -0.3429 0.0 0.0 0.0
C 2.3246 1.8734 -0.8943 0.0 0.0 0.0
C 0.9900 -1.6616 1.7756 0.1 0.0 0.0
N 0.0408 1.2973 -1.4010 0.1 -0.1 0.1
H 1.3972 0.4356 1.6398 0.0 0.0 0.0
H -0.8139 0.7166 -1.2672 0.1 0.0 0.0
H -0.0932 2.2560 -1.6900 0.1 -0.1 0.0
H 2.4310 -0.7199 -0.4273 -0.1 0.1 0.0
H 0.7736 -1.1610 -0.8919 0.0 0.0 0.0
H 2.6520 1.9537 0.1450 0.0 0.0 0.0
H 3.1643 1.4638 -1.4596 -0.1 0.0 0.0
H 2.0723 2.8636 -1.2747 0.0 -0.1 0.0
H 0.6979 -1.6057 2.8291 0.0 0.0 -0.1
H 2.0284 -2.0596 1.7516 -0.1 0.1 0.0
H 0.3657 -2.4461 1.3224 0.0 0.0 0.0
C -2.1478 -1.3973 -0.5505 0.0 0.2 0.0
C -2.5925 0.6801 0.4937 0.1 -0.2 -0.1
O -2.3110 0.0108 -0.7480 -0.1 -0.1 0.2
H -1.8580 -1.8258 -1.5101 0.0 0.0 0.0
H -3.0950 -1.8471 -0.2322 0.0 0.1 0.0
H -1.3732 -1.5789 0.1994 0.0 0.0 0.0
H -2.7424 1.7345 0.2574 0.0 0.0 0.0
H -1.7347 0.5524 1.1687 -0.1 0.0 -0.1
H -3.5138 0.2821 0.9332 0.1 0.0 0.0
```
Positions in Å, forces in eV/Å.

Output
**Charge**: 0
**Orbital gap**: 0.21946 Eh
**Lowest unoccupied orbital energy**: 0.621 eV

***

No. 2
Here is a structure of composition C19H29AlP2Si from the Open Molecules 2025 dataset. Energies are from ωB97M-V/def2-TZVPD.

XYZ file:
```
52
Properties=species:S:1:pos:R:3:forces:R:3
Al 1.7022 0.8699 -0.0926 0.0 0.1 0.1
C 2.0152 0.5301 3.5276 0.0 0.0 0.0
P 0.9619 0.0865 2.1174 0.0 0.0 0.0
C -0.7235 0.5204 2.6689 0.0 0.0 0.0
C 0.9335 -1.7377 2.0773 0.0 0.0 0.0
C 1.3392 -2.5051 3.1668 0.0 0.0 0.0
C 1.3089 -3.8888 3.1028 0.0 0.0 0.0
C 0.8646 -4.5194 1.9495 0.0 0.0 0.0
C 0.4619 -3.7619 0.8617 0.0 0.0 0.0
C 0.4961 -2.3712 0.9059 0.0 0.0 0.0
P -0.0215 -1.3258 -0.5092 0.0 0.0 -0.1
C -1.7996 -1.7484 -0.6608 0.0 0.0 0.0
C 0.7022 -2.1711 -1.9531 0.0 0.0 0.0
H 1.6150 0.1853 4.4814 0.0 0.0 0.0
H 2.1016 1.6166 3.5468 0.0 0.0 0.0
H 3.0121 0.1237 3.3602 0.0 0.0 0.0
H -1.0411 -0.1015 3.5061 0.0 0.0 0.0
H -1.4166 0.3888 1.8363 0.0 0.0 0.0
H -0.7434 1.5692 2.9676 0.0 0.0 0.0
H 1.6925 -2.0277 4.0715 0.0 0.0 0.0
H 1.6350 -4.4743 3.9525 0.0 0.0 0.0
H 0.8382 -5.6000 1.8959 0.0 0.0 0.0
H 0.1225 -4.2634 -0.0367 0.0 0.0 0.0
H -1.9590 -2.8106 -0.8567 0.0 0.0 0.0
H -2.2236 -1.1610 -1.4763 0.0 0.0 0.0
H -2.3180 -1.4806 0.2605 0.0 0.0 0.0
H 0.4657 -3.2347 -1.9911 0.0 0.0 0.0
H 1.7822 -2.0236 -1.9212 0.0 0.0 0.0
H 0.3097 -1.6921 -2.8519 0.0 0.0 0.0
C 3.4207 0.2643 -0.1257 -0.1 -0.1 -0.1
H 4.1104 0.4477 -0.9473 0.0 0.0 0.0
H 3.7403 -0.5906 0.4737 0.0 0.1 0.1
C 1.0855 3.8668 -2.0794 0.0 0.0 0.0
Si 0.2451 2.6760 -0.8860 -0.1 -0.1 0.0
C -0.5342 3.7082 0.4952 0.0 0.0 0.0
C -1.1705 1.8594 -1.8589 0.0 0.1 0.0
C -0.8727 1.1287 -3.0143 0.0 0.0 0.0
C -1.8666 0.5225 -3.7684 0.0 0.0 0.0
C -3.1964 0.6249 -3.3766 0.0 0.0 0.0
C -3.5155 1.3338 -2.2282 0.0 0.0 0.0
C -2.5114 1.9429 -1.4826 0.0 0.0 0.0
H 0.3802 4.6298 -2.4176 0.0 0.0 0.0
H 1.4679 3.3452 -2.9584 0.0 0.0 0.0
H 1.9302 4.3656 -1.6005 0.0 0.0 0.0
H -1.0612 4.5717 0.0802 0.0 0.0 0.0
H 0.2406 4.0847 1.1665 0.0 0.0 0.0
H -1.2488 3.1414 1.0957 0.0 0.0 0.0
H 0.1617 1.0329 -3.3340 0.0 0.0 0.0
H -1.6067 -0.0276 -4.6650 0.0 0.0 0.0
H -3.9755 0.1552 -3.9635 0.0 0.0 0.0
H -4.5486 1.4202 -1.9144 0.0 0.0 0.0
H -2.7883 2.5048 -0.5972 0.0 0.0 0.0
```
Positions in Å, forces in eV/Å.

Output
**Charge**: 0
**Orbital gap**: 0.22803 Eh
**Lowest unoccupied orbital energy**: 0.533 eV

***

No. 3
Here is a structure of composition C26H19N5NiS2 from the Open Molecules 2025 dataset. Energies are from ωB97M-V/def2-TZVPD.

XYZ file:
```
53
Properties=species:S:1:pos:R:3:forces:R:3
Ni -0.4458 0.9990 0.7835 0.2 0.5 0.0
N 2.2075 0.8051 4.0609 0.0 0.0 0.0
C 1.5311 0.8506 2.8969 0.1 -0.2 -0.1
S -0.1458 1.2791 2.9438 0.0 0.0 -0.2
N 2.2325 0.5502 1.8126 -0.2 0.0 0.1
N 1.4473 0.5844 0.7129 -0.2 -0.1 0.0
C 1.9696 0.4877 -0.4637 -0.1 0.0 -0.1
C 3.4178 0.3343 -0.7341 0.0 0.0 0.0
C 4.1324 -0.7332 -0.1978 0.0 0.0 0.0
C 5.4831 -0.8745 -0.4710 0.0 0.0 0.0
C 6.1350 0.0538 -1.2723 0.0 0.0 0.0
C 5.4306 1.1244 -1.8026 0.0 0.0 0.0
C 4.0756 1.2610 -1.5376 0.0 0.0 0.0
C 0.9793 0.5667 -1.5577 0.1 0.0 0.1
C 1.2766 0.3079 -2.8888 0.0 0.0 0.0
C 0.2628 0.3830 -3.8293 0.0 0.0 0.0
C -1.0206 0.7072 -3.4209 0.0 0.0 0.0
C -1.2451 0.9451 -2.0751 0.0 0.0 -0.1
N -0.2731 0.8831 -1.1702 0.0 0.0 0.1
H 1.7597 1.0956 4.9091 0.0 0.0 0.0
H 3.1958 0.6265 4.0431 0.0 0.0 0.0
H 3.6250 -1.4421 0.4419 0.0 0.0 0.0
H 6.0312 -1.7089 -0.0531 0.0 0.0 0.0
H 7.1914 -0.0561 -1.4800 0.0 0.0 0.0
H 5.9351 1.8556 -2.4205 0.0 0.0 0.0
H 3.5253 2.0995 -1.9477 0.0 0.0 0.0
H 2.2857 0.0432 -3.1689 0.0 0.0 0.0
H 0.4740 0.1840 -4.8718 0.0 0.0 0.0
H -1.8391 0.7739 -4.1228 0.0 0.0 0.0
H -2.2260 1.2015 -1.6968 0.0 0.0 0.0
S -4.4712 -1.5058 0.8760 0.0 0.0 0.0
C -3.3246 -2.8075 0.8870 0.0 0.0 0.0
C -3.5470 -4.1801 0.9332 0.0 0.0 0.0
C -2.4466 -5.0161 0.9373 0.0 0.0 0.0
C -1.1470 -4.4968 0.8982 0.0 0.0 0.0
C -0.9276 -3.1352 0.8530 0.0 0.0 0.0
C -2.0286 -2.2801 0.8448 0.0 0.1 0.0
N -1.9677 -0.8998 0.7995 0.1 -0.2 -0.1
C -3.1451 -0.3673 0.8127 0.1 0.1 0.0
C -3.3249 1.0889 0.7704 0.0 -0.1 0.0
C -4.5954 1.6623 0.7125 0.0 0.0 0.0
C -4.7267 3.0382 0.6594 0.0 0.0 0.0
C -3.5834 3.8299 0.6723 0.0 0.0 0.0
C -2.3231 3.2490 0.7374 0.0 0.0 0.0
C -2.1539 1.8647 0.7804 0.0 -0.2 0.1
H -4.5504 -4.5832 0.9669 0.0 0.0 0.0
H -2.5927 -6.0876 0.9741 0.0 0.0 0.0
H -0.3042 -5.1755 0.9077 0.0 0.0 0.0
H 0.0703 -2.7160 0.8318 0.0 0.0 0.0
H -5.4812 1.0359 0.7085 0.0 0.0 0.0
H -5.7081 3.4918 0.6147 0.0 0.0 0.0
H -3.6784 4.9088 0.6384 0.0 0.0 0.0
H -1.4516 3.8938 0.7620 0.0 0.0 0.0
```
Positions in Å, forces in eV/Å.

Output
**Charge**: 0
**Orbital gap (spin up / spin down)**: 0.26550 / 0.26415 Eh
**Lowest unoccupied orbital energy (spin up / spin down)**: -0.302 / -0.300 eV

***

Calculated energy relative to the best compared isomer or geometry (same formula, charge and spin) (eV), listed in the same order as above: 4.740; 0.000; 0.000